--- i ---
{"formula": "H28O14", "method": "ωB97M-V/def2-TZVPD", "gap_ha": 0.3228, "charge": 0, "species": ["O", "H", "H", "O", "H", "H", "O", "H", "H", "O", "H", "H", "O", "H", "H", "O", "H", "H", "O", "H", "H", "O", "H", "H", "O", "H", "H", "O", "H", "H", "O", "H", "H", "O", "H", "H", "O", "H", "H", "O", "H", "H"], "coordinates": [[4.0878, -13.3150, 4.7498], [3.6418, -14.1280, 4.5145], [3.7344, -12.6492, 4.2276], [5.6703, -8.9752, 0.8872], [6.3724, -9.5091, 1.2229], [5.9370, -8.0422, 1.0792], [3.8639, -8.8190, 3.6091], [3.2674, -8.0881, 3.5448], [4.1487, -8.9536, 2.6747], [5.0579, -15.0660, 2.7105], [4.8018, -14.1747, 2.6104], [4.5937, -15.5153, 3.4324], [5.1771, -12.2763, 1.7287], [6.0109, -12.0201, 1.3795], [4.6656, -11.5353, 1.9070], [3.3683, -9.4917, -0.1651], [4.1734, -9.2724, 0.3498], [2.6591, -9.0056, 0.2897], [7.9329, -12.4670, 4.0515], [7.8578, -11.8794, 3.3074], [7.7509, -13.3898, 3.8347], [8.7774, -13.2580, 1.2236], [8.1102, -13.9045, 0.9328], [9.5637, -13.6676, 1.0217], [7.4760, -12.0606, -0.8086], [8.0526, -12.4971, -0.1944], [8.0021, -11.8967, -1.6504], [3.2208, -12.2069, 0.0483], [3.0743, -11.2593, -0.1854], [4.0825, -12.2551, 0.5150], [7.3805, -10.6673, 1.9604], [8.0384, -10.3588, 2.5542], [7.9795, -10.4835, 1.2261], [5.2138, -11.2219, -2.0640], [5.4857, -11.9610, -2.5828], [5.7451, -11.3210, -1.2684], [2.6121, -11.3966, 2.9979], [2.5601, -10.5426, 3.4414], [1.9421, -11.3124, 2.3379], [5.6582, -11.0274, 4.5978], [5.1654, -11.8455, 4.4864], [6.5928, -11.2944, 4.4491]]}

=====

--- ii ---
{"formula": "H28O14", "method": "ωB97M-V/def2-TZVPD", "gap_ha": 0.3628, "charge": 0, "species": ["O", "H", "H", "O", "H", "H", "O", "H", "H", "O", "H", "H", "O", "H", "H", "O", "H", "H", "O", "H", "H", "O", "H", "H", "O", "H", "H", "O", "H", "H", "O", "H", "H", "O", "H", "H", "O", "H", "H", "O", "H", "H"], "coordinates": [[3.2954, -0.7614, 0.6400], [2.4834, -0.9381, 0.8869], [3.4674, -0.0854, 0.0729], [-3.9573, -0.8547, -2.7561], [-4.2427, -0.8624, -1.7977], [-3.7871, 0.0765, -2.9268], [2.1224, 2.5590, -3.2615], [1.2186, 2.7445, -3.2592], [2.2553, 1.7286, -3.1683], [-0.4738, 1.8943, -0.4753], [-0.5862, 1.0638, 0.1506], [-0.5921, 1.6660, -1.4331], [-0.5605, -0.9301, 3.7280], [0.2984, -0.7080, 3.6225], [-1.2365, -0.2626, 3.4502], [1.9935, 0.7560, 3.7868], [1.6064, 1.5927, 3.8142], [2.8755, 0.9447, 3.6158], [-1.4724, -3.0310, -1.5812], [-1.5436, -3.5721, -0.7572], [-1.0275, -3.2119, -2.5548], [1.8369, -3.3803, 0.4504], [1.6721, -2.9906, 1.4728], [0.9869, -3.7590, 0.2747], [4.1148, 2.5746, -1.4268], [4.3015, 2.2437, -0.4915], [3.1386, 2.7364, -1.3321], [-0.1793, -1.2462, 0.5464], [-0.6998, -1.9475, 1.1493], [0.0699, -1.6292, -0.2146], [-2.6497, -1.2733, -0.5227], [-1.9918, -1.3380, -1.2218], [-2.7194, -0.3380, -0.3660], [-3.1605, 2.4211, -1.7719], [-3.1399, 3.2326, -2.2477], [-3.2690, 2.5376, -0.8797], [-1.4232, 4.3777, -0.9670], [-1.4156, 3.5346, -0.5006], [-0.4995, 4.5340, -1.0584], [0.9268, -3.1006, 2.8434], [1.0383, -2.8757, 3.7836], [0.9254, -4.1222, 2.6838]]}

=====

--- iii ---
{"formula": "H28O14", "method": "ωB97M-V/def2-TZVPD", "gap_ha": 0.3432, "charge": 0, "species": ["O", "H", "H", "O", "H", "H", "O", "H", "H", "O", "H", "H", "O", "H", "H", "O", "H", "H", "O", "H", "H", "O", "H", "H", "O", "H", "H", "O", "H", "H", "O", "H", "H", "O", "H", "H", "O", "H", "H", "O", "H", "H"], "coordinates": [[0.0039, -2.4449, 0.5522], [-0.5726, -2.2024, -0.1591], [-0.3476, -2.0366, 1.4288], [2.2116, -1.2130, -1.9252], [2.4132, -0.4891, -2.5890], [1.4179, -0.9795, -1.4827], [-2.2268, 0.6866, 0.1470], [-2.7002, 0.5198, -0.6949], [-2.6125, 0.0723, 0.7722], [-0.6906, 2.7498, -1.4254], [-1.6486, 2.7621, -1.5415], [-0.5443, 2.7795, -0.4658], [-0.3765, 0.1902, -2.8017], [-0.4200, 0.7388, -1.9653], [-0.7580, 0.7233, -3.4938], [2.3143, 1.8096, -1.2019], [1.8261, 1.0334, -0.8112], [2.0598, 2.5536, -0.6191], [-2.9059, 3.1051, 0.7649], [-2.7057, 2.1861, 0.5047], [-3.6060, 3.3868, 0.0890], [0.7829, -4.8632, -0.2858], [0.9615, -5.4049, 0.4957], [0.5191, -3.9673, 0.0761], [1.3130, 0.7500, 2.4641], [2.2015, 0.8220, 2.1035], [0.9024, 0.1822, 1.8635], [-1.4472, -1.7155, -1.4916], [-2.3997, -1.6415, -1.2547], [-1.2359, -0.9399, -2.0295], [0.0446, 2.7991, 1.3159], [0.4905, 2.1686, 1.7770], [-0.1080, 3.6263, 1.8470], [3.5044, -1.4508, 0.5252], [3.2484, -2.1665, 1.0893], [3.0011, -1.6124, -0.2834], [0.4587, -0.0341, 0.0056], [-0.4244, 0.3190, 0.0709], [0.4063, -0.9840, 0.2137], [-0.8373, -0.9163, 2.5487], [-0.2102, -0.8435, 3.3415], [-1.3033, -0.0586, 2.5249]]}

=====

It is iii that is the most stable of them.